a:
ORCA calculation (ωB97M-V with the def2-TZVPD basis set) on a 5-piece molecular cluster, CH14NO4 overall.

The LUMO energy comes out at -3.064 eV. As for the total charge: +1.

Element x y z (Å)
C (1.68476, 2.08042, 1.21555)
N (1.02128, 0.79419, 0.85044)
H (0.91296, 2.73986, 1.61890)
H (2.53215, 1.83726, 1.85345)
H (1.96346, 2.62310, 0.31687)
H (0.43473, 0.99848, -0.03136)
H (0.44616, 0.36863, 1.56568)
H (1.59162, 0.04675, 0.42796)
H (-1.42117, -0.26799, -0.92074)
H (-1.82507, 1.19840, -0.45884)
O (-1.09896, 0.58749, -0.64079)
H (1.91360, -2.77858, -0.76648)
H (2.74821, -2.79727, 0.63485)
O (2.41627, -2.27683, -0.11262)
H (-1.28201, -3.87722, -1.02594)
H (-0.31823, -4.85501, -1.76202)
O (-0.81468, -4.05197, -1.86027)
H (-3.87450, 2.71013, -1.07733)
H (-3.60181, 2.64273, 0.52499)
O (-3.42876, 2.27744, -0.35229)

b:
ORCA calculation (ωB97M-V with the def2-TZVPD basis set) on a 5-piece molecular cluster, CH14NO4 overall.

The LUMO energy comes out at -2.999 eV. As for the total charge: +1.

Element x y z (Å)
C (-0.27873, 2.13148, -0.69620)
N (-1.05739, 0.86448, -0.96866)
H (-0.88788, 3.13292, -0.62949)
H (0.27058, 2.05636, 0.16856)
H (0.38981, 2.37498, -1.54976)
H (-1.43211, 0.85065, -1.99240)
H (-1.83421, 0.78442, -0.30550)
H (-0.52980, -0.04487, -0.74383)
H (3.87729, 3.68572, -2.44217)
H (4.83541, 3.21097, -1.35785)
O (3.85693, 3.29880, -1.53857)
H (1.16903, -1.84909, 2.43224)
H (0.08833, -2.78211, 2.30416)
O (0.67532, -2.43015, 1.75092)
H (0.47086, -1.75286, 0.24607)
H (-0.28608, -2.22831, -0.94055)
O (0.08270, -1.42243, -0.59985)
H (-4.08249, -2.74176, 1.66214)
H (-3.29236, -2.03096, 2.77584)
O (-3.32524, -2.13450, 1.80378)

c:
ORCA calculation (ωB97M-V with the def2-TZVPD basis set) on a 5-piece molecular cluster, CH14NO4 overall.

The LUMO energy comes out at -2.711 eV. As for the total charge: +1.

Element x y z (Å)
C (-1.08424, 0.06856, -0.59645)
N (-0.13333, -1.07068, -0.12875)
H (-1.43495, -0.30599, -1.54805)
H (-0.39109, 0.87933, -0.81172)
H (-1.84335, 0.30702, 0.13763)
H (-0.67822, -1.85898, 0.22998)
H (0.40548, -1.27257, -0.96559)
H (0.49055, -0.73526, 0.64716)
H (0.62810, 1.46539, -3.59061)
H (-0.46667, 0.85740, -4.42088)
O (-0.22947, 1.01324, -3.49581)
H (1.72553, 3.35330, 2.97421)
H (2.84410, 2.39274, 3.58352)
O (2.17792, 2.50686, 2.87588)
H (1.54313, 1.05421, 1.76879)
H (2.66458, 0.19748, 1.39182)
O (1.70498, 0.21476, 1.29677)
H (-2.83762, -3.71487, -0.34159)
H (-2.96386, -2.73363, 0.81860)
O (-2.68545, -2.78680, -0.09842)

Name the least stable of them. b.

a:
ORCA calculation (ωB97M-V with the def2-TZVPD basis set) on an isolated ion of composition C4H6NO2 and charge +1.

The LUMO energy comes out at -5.313 eV. As for the total charge: +1.

Element x y z (Å)
C (-1.72919, 1.11412, -1.86617)
C (1.33768, -0.56760, 0.46586)
C (-0.67990, 0.91328, -0.90257)
C (0.58492, -0.11211, -0.64797)
N (0.25421, -1.03108, 1.70042)
O (-2.51770, 1.42980, -2.61136)
O (2.39713, -1.02650, 0.73069)
H (0.02901, 1.72582, -0.95627)
H (-1.22266, 1.11245, -0.02141)
H (1.18158, -0.01449, -1.60032)
H (1.03832, -1.68647, 2.11414)
H (-0.59745, -1.47364, 1.29734)
H (-0.07595, -0.38359, 2.29762)

b:
ORCA calculation (ωB97M-V with the def2-TZVPD basis set) on C4H6NO2 as an isolated structure.

The LUMO energy comes out at -4.289 eV. As for the total charge: +1.

Element x y z (Å)
C (-0.86656, 0.72022, 0.54455)
C (-0.66610, 0.62646, -0.79673)
C (-1.96371, 1.68713, 0.23673)
C (0.17164, -0.03652, -1.77827)
N (-0.31094, 0.15681, 1.76973)
O (-2.75731, 2.34529, 0.78750)
O (-1.67400, 1.51952, -1.13997)
H (-0.46143, -0.61017, -2.45934)
H (0.91523, -0.68471, -1.32546)
H (0.65678, 0.71660, -2.40322)
H (-0.16114, 0.90970, 2.46064)
H (0.58930, -0.30751, 1.58161)
H (-0.95817, -0.53021, 2.19116)

Name the least stable of them. a.

a:
ORCA calculation (ωB97M-V with the def2-TZVPD basis set) on C8H13P as an isolated structure.

The LUMO energy comes out at 0.076 eV.

Element x y z (Å)
C (0.75277, -0.28154, -2.15393)
C (-0.00711, 0.65589, -1.43821)
C (-0.27924, 0.42520, -0.13872)
C (0.52553, -1.34618, 0.23092)
C (-0.48996, 1.84610, -2.26196)
C (-0.66088, 1.26999, 0.96685)
C (1.57098, -1.03915, 1.24436)
C (-0.55110, -2.32810, 0.75758)
P (1.18289, -1.80695, -1.52462)
H (1.12979, -0.17258, -3.18937)
H (-0.28191, 2.71961, -1.78036)
H (-1.56246, 1.91857, -2.40807)
H (0.00174, 1.88644, -3.23908)
H (-0.09283, 1.22388, 1.89570)
H (-1.65217, 0.85134, 1.25393)
H (-0.67004, 2.42993, 0.75191)
H (2.43807, -0.44769, 0.76567)
H (2.16936, -1.93888, 1.57241)
H (0.98770, -0.46510, 2.11183)
H (-1.39566, -2.45871, -0.05142)
H (-0.94057, -1.83528, 1.75588)
H (-0.13070, -3.37759, 1.08903)

b:
ORCA calculation (ωB97M-V with the def2-TZVPD basis set) on a 2-piece molecular cluster, C8H13P overall.

The LUMO energy comes out at -0.080 eV.

Element x y z (Å)
C (-2.77142, -1.08201, 1.04955)
C (-2.10330, 0.09494, 0.81810)
C (-1.86241, -2.23183, 0.54386)
C (-1.22255, 1.04024, 1.57945)
C (-0.50472, -1.61185, 0.89559)
C (-0.60476, -0.15458, 0.61535)
C (3.10874, 0.91215, -1.09692)
C (1.86627, 1.62415, -1.60696)
P (0.36009, 0.49116, -1.67422)
H (-3.73632, -1.17938, 1.50260)
H (-2.06564, -3.16661, 0.78312)
H (-1.90310, -2.12786, -0.59260)
H (-0.88114, 1.89729, 1.11114)
H (-1.11734, 0.84277, 2.64996)
H (-0.19538, -1.84656, 1.90768)
H (0.20130, -1.97611, 0.16272)
H (3.14297, -0.10303, -1.63062)
H (3.99093, 1.45996, -1.54849)
H (3.13757, 0.89175, -0.05900)
H (2.04836, 1.95463, -2.59273)
H (1.54512, 2.59938, -1.18094)
H (-0.43326, 1.67141, -1.63666)

Name the least stable of them. b.

a:
ORCA calculation (ωB97M-V with the def2-TZVPD basis set) on C28H29F10N8O3SSr as an isolated structure.

The LUMO energy comes out at 2.327 eV. As for the total charge: -1.

Element x y z (Å)
Sr (-0.58396, 0.36596, -0.81509)
C (-1.11106, -0.96153, 2.37774)
N (0.04720, -0.20088, 1.91998)
C (0.15277, 1.07773, 2.63681)
C (-0.75373, 2.18294, 2.11744)
N (-0.42187, 2.44445, 0.73892)
C (-0.68686, 3.60281, 0.14847)
C (-0.28234, 3.79038, -1.20113)
F (0.36034, 2.75749, -1.83193)
C (-0.48896, 4.92482, -1.94667)
F (-0.05167, 4.97454, -3.21639)
C (-1.14555, 6.01301, -1.40102)
F (-1.34596, 7.14063, -2.11218)
C (-1.58726, 5.89552, -0.09558)
F (-2.24918, 6.92011, 0.46424)
C (-1.37479, 4.74732, 0.63979)
F (-1.89796, 4.73379, 1.89363)
C (1.28116, -0.97365, 2.08345)
C (1.54945, -1.99237, 0.98437)
N (1.71560, -1.35078, -0.30919)
C (2.97109, -1.64839, -1.20411)
C (3.85636, -0.48063, -1.32015)
F (3.22416, 0.73936, -1.44587)
C (5.19278, -0.46317, -1.00354)
F (5.86826, 0.69644, -1.10947)
C (5.86742, -1.59943, -0.59630)
F (7.22749, -1.64164, -0.53400)
C (5.10843, -2.76396, -0.48803)
F (5.72262, -3.90370, -0.11946)
C (3.77438, -2.79524, -0.77384)
F (3.08976, -3.95642, -0.52102)
H (-1.02961, -1.21084, 3.44762)
H (-1.21248, -1.88419, 1.80658)
H (-2.02769, -0.39131, 2.22399)
H (1.17488, 1.43814, 2.51827)
H (-0.03014, 0.92576, 3.71398)
H (-0.59610, 3.04290, 2.77728)
H (-1.81146, 1.90100, 2.25711)
H (1.29113, -1.48770, 3.05957)
H (2.12136, -0.27932, 2.07259)
H (0.75486, -2.74569, 0.93187)
H (2.46687, -2.52364, 1.25738)
C (3.07440, -3.37970, -3.82386)
N (1.88658, -3.17930, -3.00717)
C (0.67978, -3.40626, -3.79517)
C (1.86786, -1.89154, -2.35626)
N (0.80912, -1.80650, -1.36188)
N (1.90854, -0.78932, -3.31617)
C (0.92476, 0.01718, -3.80274)
N (1.39332, 0.95254, -4.72382)
N (-0.32239, -0.09908, -3.49309)
H (3.13696, -4.43467, -4.09263)
H (3.96663, -3.11692, -3.25778)
H (3.05170, -2.78618, -4.75085)
H (0.76470, -4.37757, -4.28294)
H (0.52901, -2.63758, -4.56438)
H (-0.20399, -3.42186, -3.15675)
H (0.46539, -2.74719, -1.17208)
H (2.84831, -0.42802, -3.40872)
H (2.38239, 1.14745, -4.68290)
H (0.85238, 1.80408, -4.72856)
H (-0.88808, 0.51146, -4.07531)
C (-7.60461, -0.23187, 3.43535)
C (-6.60838, -0.27516, 2.30714)
C (-6.66414, -1.27427, 1.33964)
C (-5.75927, -1.29999, 0.28860)
C (-4.78338, -0.32166, 0.20164)
C (-4.71482, 0.68560, 1.15232)
C (-5.62368, 0.70356, 2.19844)
S (-3.57162, -0.39941, -1.09741)
O (-3.02209, 0.96236, -1.20053)
O (-4.24014, -0.89503, -2.26980)
O (-2.50592, -1.27914, -0.57666)
H (-8.14703, -1.17329, 3.51796)
H (-8.33640, 0.56334, 3.27715)
H (-7.11043, -0.03568, 4.38770)
H (-7.42753, -2.04074, 1.40736)
H (-5.80853, -2.07009, -0.47026)
H (-3.96007, 1.45621, 1.05562)
H (-5.56910, 1.49430, 2.93822)

b:
ORCA calculation (ωB97M-V with the def2-TZVPD basis set) on C28H29F10N8O3SSr as an isolated structure.

The LUMO energy comes out at 2.291 eV. As for the total charge: -1.

Element x y z (Å)
Sr (0.03524, 0.56929, 0.67315)
C (1.88315, 3.45314, 2.17904)
N (1.77901, 2.01706, 2.36942)
C (1.18195, 1.76473, 3.69011)
C (1.01014, 0.31031, 4.09525)
N (0.19843, -0.39711, 3.13509)
C (-0.31651, -1.56984, 3.48791)
C (-1.19920, -2.21298, 2.57669)
F (-1.41268, -1.58788, 1.38351)
C (-1.85082, -3.40031, 2.79272)
F (-2.68785, -3.88886, 1.86341)
C (-1.65721, -4.09154, 3.97977)
F (-2.30763, -5.24815, 4.23048)
C (-0.78440, -3.54292, 4.89899)
F (-0.55514, -4.19819, 6.05046)
C (-0.13463, -2.34510, 4.66761)
F (0.74274, -1.95362, 5.62880)
C (3.09642, 1.39128, 2.17985)
C (3.41132, 1.11641, 0.71263)
N (2.56685, 0.03810, 0.25583)
C (3.00509, -0.93191, -0.53126)
C (2.07861, -1.97185, -0.84860)
F (0.82497, -1.84820, -0.33174)
C (2.32689, -3.03176, -1.67788)
F (1.36212, -3.93430, -1.92936)
C (3.56664, -3.16846, -2.28719)
F (3.83120, -4.20936, -3.10940)
C (4.51533, -2.20255, -2.01730)
F (5.72589, -2.29704, -2.59750)
C (4.25694, -1.13531, -1.17751)
F (5.26303, -0.23062, -1.03906)
H (2.57143, 3.90816, 2.91129)
H (0.90218, 3.91439, 2.29137)
H (2.26106, 3.68036, 1.18063)
H (0.19472, 2.23805, 3.67642)
H (1.77045, 2.28434, 4.46936)
H (0.55843, 0.34751, 5.09668)
H (1.99721, -0.14765, 4.25204)
H (3.10101, 0.43136, 2.69160)
H (3.87525, 2.02278, 2.64210)
H (4.48521, 0.94495, 0.61187)
H (3.22452, 2.03335, 0.12811)
C (-5.20112, 0.15685, 1.80236)
N (-4.79218, 1.24684, 0.93681)
C (-5.26704, 1.05987, -0.43721)
C (-3.44988, 1.64286, 1.07321)
N (-2.53216, 1.01863, 1.68658)
N (-3.22897, 2.86981, 0.45945)
C (-2.02506, 3.46458, 0.13358)
N (-2.21704, 4.45854, -0.83526)
N (-0.91651, 3.12749, 0.66093)
H (-6.28261, 0.04602, 1.72852)
H (-4.94490, 0.38360, 2.83610)
H (-4.74398, -0.80175, 1.52101)
H (-6.33349, 1.28101, -0.49917)
H (-5.10047, 0.02810, -0.76743)
H (-4.72387, 1.70166, -1.12496)
H (-2.86363, 0.11010, 1.99316)
H (-4.05401, 3.37277, 0.18543)
H (-2.64858, 4.04827, -1.65809)
H (-1.33518, 4.86731, -1.11087)
H (-0.16014, 3.59437, 0.16446)
C (1.76621, -2.14503, -6.71082)
C (1.05233, -1.35868, -5.64750)
C (0.77379, -0.00505, -5.81169)
C (0.15624, 0.72671, -4.80911)
C (-0.19433, 0.10498, -3.62236)
C (0.05198, -1.24895, -3.44734)
C (0.67171, -1.96944, -4.45600)
S (-0.83251, 1.06338, -2.27740)
O (-1.37362, 0.09107, -1.30923)
O (-1.80695, 1.99490, -2.81119)
O (0.33151, 1.70000, -1.64791)
H (1.91830, -1.54953, -7.61085)
H (1.20485, -3.03977, -6.98559)
H (2.74367, -2.47540, -6.35365)
H (1.05542, 0.48903, -6.73477)
H (-0.04133, 1.78165, -4.95039)
H (-0.22823, -1.73452, -2.52199)
H (0.87443, -3.02235, -4.29624)

Name the least stable of them. a.

a:
ORCA calculation (ωB97M-V with the def2-TZVPD basis set) on a 2-piece molecular cluster, C4H4S overall.

The multiplicity is 3. The LUMO energy (alpha / beta) comes out at -0.162 / -2.450 eV.

Element x y z (Å)
C (0.19340, -0.73072, -0.23759)
C (-0.88824, -0.31295, 0.02380)
C (2.93344, -0.28413, -0.59675)
C (-2.16438, 0.35619, 0.40546)
S (3.91579, -0.34009, 0.54402)
H (3.04778, -0.16570, -1.68879)
H (-2.95520, -0.46455, 0.43240)
H (-2.13985, 1.12043, -0.35407)
H (-1.94275, 0.82152, 1.47152)

b:
ORCA calculation (ωB97M-V with the def2-TZVPD basis set) on C4H4S as an isolated structure.

The multiplicity is 3. The LUMO energy (alpha / beta) comes out at 0.349 / -2.715 eV.

Element x y z (Å)
C (-1.07500, 1.24963, 0.12451)
C (-0.05341, 0.74796, 0.64551)
C (-1.12999, 0.41532, -1.07500)
C (0.94567, -0.26676, 0.96864)
S (0.58812, -1.26099, -0.44780)
H (-2.05636, -0.30460, -1.18961)
H (-0.79214, 0.83261, -1.92000)
H (1.97082, 0.15950, 1.21001)
H (0.58017, -0.81678, 1.84686)

Name the least stable of them. a.

a:
ORCA calculation (ωB97M-V with the def2-TZVPD basis set) on the molecule C2H8N2S.

The SMILES is CNN(C)S. The LUMO energy comes out at 0.874 eV.

Element x y z (Å)
C (0.41084, -0.68288, 1.73230)
N (0.58947, 0.30408, 0.54871)
N (-0.33027, 0.04924, -0.48421)
C (-0.36614, 1.22463, -1.31617)
S (-0.11691, -1.38221, -1.44365)
H (-0.65810, -0.97047, 1.46690)
H (1.17129, -1.46621, 1.75553)
H (0.34399, -0.10649, 2.74842)
H (1.65017, 0.38592, 0.25116)
H (-1.27998, 1.21269, -1.91650)
H (-0.61018, 1.91685, -0.56576)
H (0.61238, 1.44647, -1.60683)
H (-1.41656, -1.93160, -1.16992)

b:
ORCA calculation (ωB97M-V with the def2-TZVPD basis set) on a 2-piece molecular cluster, C2H8N2S overall.

The LUMO energy comes out at 0.044 eV.

Element x y z (Å)
C (-2.83395, 0.65982, 0.00704)
C (-1.39627, 0.32690, -0.11023)
N (0.68271, -1.13875, -0.09578)
N (3.46600, 0.28291, 0.00169)
S (-0.86655, -1.21073, 0.11165)
H (-3.18362, 1.17331, -0.89042)
H (-3.42346, -0.24347, 0.14825)
H (-3.01270, 1.32911, 0.85134)
H (3.88443, -0.42181, -0.59714)
H (-0.66585, 1.08708, -0.33736)
H (1.10809, -2.05236, -0.01260)
H (3.77853, 0.09188, 0.94664)
H (2.46263, 0.11610, -0.02308)

Name the least stable of them. a.

a:
ORCA calculation (ωB97M-V with the def2-TZVPD basis set) on C3H2I3N as an isolated structure.

The LUMO energy comes out at -1.057 eV.

Element x y z (Å)
C (2.64782, 0.02173, 0.15064)
C (0.16922, -0.37273, 0.04611)
C (1.56344, 0.13405, -0.77058)
N (3.51815, -0.02153, 0.91209)
I (0.30627, -2.41039, 0.62690)
I (2.08394, -1.19284, -2.50443)
I (1.32704, 2.16376, -1.49271)
H (0.03280, 0.30449, 1.06146)
H (-0.61389, -0.07920, -0.73563)

b:
ORCA calculation (ωB97M-V with the def2-TZVPD basis set) on C3H2I3N as an isolated structure.

The LUMO energy comes out at -0.813 eV.

Element x y z (Å)
C (-1.02676, 0.19170, 1.22337)
C (1.07114, -0.21806, -0.29591)
C (-0.83610, -0.09344, -0.15384)
N (-1.00683, 0.48600, 2.32966)
I (2.04100, 1.67103, -0.59031)
I (-1.47819, 1.54679, -1.32254)
I (-1.46919, -2.07006, -0.63687)
H (1.49170, -0.62610, 0.51498)
H (1.21324, -0.88784, -1.06854)

Name the least stable of them. b.

a:
ORCA calculation (ωB97M-V with the def2-TZVPD basis set) on H2LiO as an isolated structure.

The LUMO energy comes out at -4.949 eV. As for the total charge: +1.

Element x y z (Å)
O (0.04903, 0.11035, 0.03785)
H (-0.79330, 0.57302, 0.24923)
H (0.54548, 0.09854, 0.88736)
Li (0.19880, -0.78190, -1.17443)

b:
ORCA calculation (ωB97M-V with the def2-TZVPD basis set) on H2LiO as an isolated structure.

The LUMO energy comes out at -5.534 eV. As for the total charge: +1.

Element x y z (Å)
O (1.95422, 1.33478, -0.65868)
H (2.23613, 1.63199, 0.23600)
H (1.92287, 2.15893, -1.19538)
Li (-0.39707, -0.27589, 0.12734)

c:
ORCA calculation (ωB97M-V with the def2-TZVPD basis set) on H2LiO as an isolated structure.

The LUMO energy comes out at -5.076 eV. As for the total charge: +1.

Element x y z (Å)
O (0.23887, 0.13228, 0.07808)
H (0.77501, -0.57626, 0.50090)
H (0.20792, 0.85281, 0.74751)
Li (-1.22181, -0.40882, -1.32650)

d:
ORCA calculation (ωB97M-V with the def2-TZVPD basis set) on H2LiO as an isolated structure.

The LUMO energy comes out at -5.426 eV. As for the total charge: +1.

Element x y z (Å)
O (1.91778, -0.73039, 0.19311)
H (2.38793, -1.30374, 0.84002)
H (2.62268, -0.16325, -0.19382)
Li (-0.74602, 0.27913, -0.07443)

Name the least stable of them. b.